[1]
{"formula": "C12H30IN2O4", "method": "the ωB97M-V functional and the def2-TZVPD basis", "homo_lumo_gap_ev": 5.916, "total_charge": -1, "total_energy_ev": -32198.15048, "relative_energy_kcal_mol": 75.4, "symbols": ["I", "C", "O", "C", "C", "N", "C", "C", "O", "C", "H", "H", "H", "H", "H", "H", "H", "H", "H", "H", "H", "H", "H", "H", "H", "C", "O", "C", "C", "N", "C", "C", "O", "C", "H", "H", "H", "H", "H", "H", "H", "H", "H", "H", "H", "H", "H", "H", "H"], "coordinates": [[1.211216, -1.861883, 2.387332], [-6.576461, -0.956842, -2.791808], [-6.328093, -1.707558, -1.583176], [-7.040496, -1.314749, -0.388116], [-6.651006, -2.217203, 0.797188], [-5.321452, -2.100989, 1.251780], [-4.906178, -3.033161, 2.324836], [-4.807099, -4.480415, 1.949177], [-4.026494, -4.807455, 0.768186], [-3.643160, -6.135218, 0.588642], [-7.549941, -0.513052, -3.000328], [-6.322716, -1.582110, -3.647814], [-5.802931, -0.194625, -2.885485], [-8.117334, -1.374997, -0.545893], [-6.850472, -0.253596, -0.226995], [-6.818684, -3.261189, 0.532472], [-7.347427, -2.039439, 1.616638], [-5.139986, -1.135436, 1.486020], [-5.611307, -2.799492, 3.122515], [-3.926763, -2.741693, 2.704160], [-5.819309, -4.818877, 1.727890], [-4.358369, -5.089039, 2.734227], [-2.767314, -6.274703, 1.222320], [-3.421616, -6.608066, -0.368141], [-4.353972, -6.814911, 1.058594], [5.025345, 7.082644, -0.663587], [4.661474, 5.578113, -0.667505], [4.749557, 4.965867, 0.573446], [4.036581, 3.536215, 0.560845], [4.664732, 2.609693, -0.353640], [5.995842, 2.169603, 0.262871], [6.479861, 0.910820, -0.482316], [6.592239, 1.132256, -1.862547], [6.938896, -0.050297, -2.581617], [5.186211, 7.338483, -1.710868], [6.001411, 7.187599, -0.189891], [4.297664, 7.850286, -0.400340], [4.334448, 5.671197, 1.293360], [5.789203, 5.049308, 0.890093], [2.976317, 3.772703, 0.471335], [3.939333, 3.035162, 1.523959], [4.069403, 1.793814, -0.357719], [5.687971, 1.945036, 1.284091], [6.557632, 3.102362, 0.312515], [5.782082, 0.086548, -0.334804], [7.439130, 0.584056, -0.080934], [7.204119, 0.128223, -3.623677], [6.152208, -0.801121, -2.655549], [7.735704, -0.561871, -2.041742]], "forces_ev_per_angstrom": [[0.04, 0.04, 0.02], [1.41, -0.30, 0.27], [-1.11, 0.10, -0.22], [0.65, -0.19, -0.83], [-0.75, -0.39, -0.52], [1.72, -0.05, -0.46], [0.73, 1.93, -0.67], [-0.22, -1.85, -1.37], [-0.51, 2.02, -1.10], [0.19, -1.04, 2.69], [-0.32, -0.18, 0.70], [-0.30, -0.54, 0.20], [-0.15, 0.57, 0.33], [-0.24, -0.29, -0.07], [0.30, 0.20, 0.47], [-0.13, -0.03, -0.42], [-0.71, 0.32, 0.25], [0.42, -0.13, 0.24], [-0.18, -1.14, 0.69], [0.06, 0.40, -0.25], [-0.23, -0.52, 0.23], [-0.34, 0.25, 0.58], [0.56, -0.27, -0.14], [-0.24, 1.31, -0.60], [-0.59, -0.17, -0.03], [0.34, -2.60, -1.22], [-0.22, 3.29, -1.54], [-0.16, -0.04, 1.24], [0.49, 1.79, 0.72], [0.69, -0.02, -0.07], [-2.82, 0.21, -0.97], [0.13, 0.61, 0.32], [0.19, -0.06, -1.23], [-0.08, -0.18, 0.67], [0.13, -0.53, -0.19], [-0.21, 0.12, 0.43], [-0.47, -0.74, 1.04], [-0.96, -0.44, 0.54], [0.58, -1.04, 0.03], [-0.09, -0.19, -1.41], [0.83, 0.52, 0.96], [-0.08, -0.29, -0.28], [0.76, -0.58, 0.41], [0.81, -0.60, -0.44], [-0.33, -0.01, 0.39], [0.30, -0.06, 0.18], [0.26, 0.66, 0.27], [-0.64, 0.16, 0.37], [0.49, -0.02, -0.21]], "lowdin_charge": [-0.999, -0.109, -0.187, -0.193, -0.246, -0.068, -0.179, -0.197, -0.182, -0.141, 0.078, 0.076, 0.078, 0.109, 0.114, 0.116, 0.107, 0.116, 0.112, 0.127, 0.106, 0.121, 0.086, 0.084, 0.071, -0.034, -0.195, -0.261, -0.203, -0.064, -0.144, -0.232, -0.183, -0.110, 0.069, 0.074, 0.072, 0.104, 0.095, 0.114, 0.104, 0.105, 0.106, 0.102, 0.126, 0.113, 0.082, 0.083, 0.077]}

---

[2]
{"formula": "C4H29NO13", "method": "the ωB97M-V functional and the def2-TZVPD basis", "smiles": "C[C@@H](O)CNC(=O)O.O.O.O.O.O.O.O.O.O.O", "homo_lumo_gap_ev": 10.274, "total_charge": 0, "total_energy_ev": -32729.35784, "relative_energy_kcal_mol": 11.6, "symbols": ["C", "C", "O", "C", "N", "C", "O", "O", "H", "H", "H", "H", "H", "H", "H", "H", "H", "O", "H", "H", "O", "H", "H", "O", "H", "H", "O", "H", "H", "O", "H", "H", "O", "H", "H", "O", "H", "H", "O", "H", "H", "O", "H", "H", "O", "H", "H"], "coordinates": [[-1.023115, -2.834623, -0.832791], [-0.814727, -1.368807, -0.549514], [-0.072191, -0.720616, -1.563689], [-2.166934, -0.595588, -0.418776], [-2.055039, 0.808451, -0.812673], [-1.100267, 1.591522, -0.252974], [-0.586227, 1.361671, 0.860467], [-0.824512, 2.653084, -0.987043], [-1.628316, -3.322382, -0.050889], [-0.056394, -3.353375, -0.859600], [-1.537303, -3.052397, -1.742276], [-0.262291, -1.185222, 0.368272], [0.268938, -1.399934, -2.251958], [-2.929105, -1.094789, -1.052528], [-2.535844, -0.694328, 0.598819], [-2.302793, 1.030695, -1.768386], [0.139040, 3.080138, -0.819932], [-0.945910, 0.429833, -3.872914], [-0.265242, 1.010880, -4.231190], [-0.638771, 0.181187, -2.973539], [2.121845, 1.425376, 1.282695], [1.145616, 1.458876, 1.223996], [2.367606, 0.912437, 2.099847], [1.563688, 3.361977, -0.831977], [1.871181, 2.505500, -1.207413], [1.918130, 3.296859, 0.067063], [0.649814, -1.802546, -3.828129], [1.351320, -1.124050, -3.971694], [-0.132544, -1.420863, -4.259025], [2.085853, 0.459623, -3.947073], [2.973794, 0.520173, -4.311026], [2.183322, 0.648116, -2.984834], [2.372724, -0.088417, 3.563598], [1.412933, -0.279100, 3.730159], [2.805068, -0.942749, 3.493396], [-1.952038, -2.711644, 3.706905], [-1.330158, -1.951034, 3.720191], [-2.099736, -2.894042, 4.639157], [-0.256462, -0.599054, 3.717314], [-0.643869, 0.034353, 4.357804], [-0.528277, -0.221087, 2.864687], [2.265467, 0.525796, -1.251326], [1.395512, 0.049050, -1.256907], [2.499056, 0.699459, -0.291615], [-1.656058, 1.575516, 4.531752], [-1.226877, 2.405834, 4.774891], [-1.819904, 1.630240, 3.580675]], "forces_ev_per_angstrom": [[0.46, -0.64, 1.21], [-0.99, 0.81, 0.20], [0.81, -1.24, -1.15], [-0.11, -0.48, -0.38], [-0.14, -0.58, 0.31], [0.09, 0.64, 0.21], [-0.30, -0.26, -0.48], [0.62, 0.20, 0.06], [0.29, 0.33, -0.01], [-0.18, 0.06, 0.00], [-0.31, 0.26, -0.91], [0.07, -0.39, 0.28], [-0.43, 0.82, 0.46], [0.43, 0.52, 0.13], [0.03, 0.11, 0.19], [0.20, 0.06, 0.15], [-1.21, -0.72, 0.11], [-0.27, 0.10, 0.19], [0.02, -0.03, 0.08], [-0.14, 0.27, -0.44], [0.44, -0.13, 0.43], [0.06, -0.17, 0.14], [-0.40, 0.40, -0.54], [0.51, -0.38, -0.04], [-0.07, 0.21, -0.04], [0.00, 0.11, 0.16], [0.26, -0.41, -0.02], [-0.39, -0.19, -0.06], [0.21, 0.09, 0.05], [0.08, 0.26, 0.18], [0.03, 0.05, 0.01], [0.29, -0.09, -0.33], [-0.34, 0.07, 0.15], [0.71, -0.08, -0.16], [0.01, -0.08, 0.03], [0.18, 0.30, 0.04], [-0.30, -0.59, 0.01], [-0.10, -0.12, -0.03], [-0.16, 0.45, -0.06], [0.00, -0.02, -0.13], [0.17, -0.05, -0.09], [0.00, 0.22, 0.60], [0.43, 0.23, 0.36], [-0.48, -0.15, -0.82], [0.04, 0.06, 0.01], [-0.08, -0.11, -0.10], [-0.05, 0.25, 0.06]], "lowdin_charge": [-0.031, -0.385, -0.140, -0.099, 0.089, -0.598, 0.012, 0.086, 0.098, 0.096, 0.078, 0.130, 0.087, 0.136, 0.119, 0.136, 0.078, -0.067, 0.042, 0.002, -0.096, 0.005, 0.031, -0.001, 0.058, 0.070, -0.069, 0.022, 0.047, -0.057, 0.070, 0.019, -0.069, 0.013, 0.057, -0.089, -0.024, 0.026, -0.058, 0.057, 0.061, -0.106, 0.026, 0.048, -0.036, 0.070, 0.053]}

---

[3]
{"formula": "C23H19F3O3S", "method": "the ωB97M-V functional and the def2-TZVPD basis", "homo_lumo_gap_ev": 6.821, "total_charge": 0, "total_energy_ev": -49283.25079, "relative_energy_kcal_mol": 18.9, "symbols": ["F", "C", "C", "C", "F", "C", "C", "C", "C", "C", "C", "C", "C", "F", "C", "C", "H", "H", "H", "H", "H", "H", "H", "H", "C", "C", "O", "C", "C", "S", "C", "C", "C", "C", "C", "C", "O", "O", "H", "H", "H", "H", "H", "H", "H", "H", "H", "H", "H"], "coordinates": [[-1.661193, -5.499703, -0.468612], [-1.785644, -4.200389, -0.914982], [-2.062474, -4.022527, -2.265470], [-2.170180, -2.701261, -2.663616], [-2.590605, -2.464254, -3.959460], [-1.891692, -1.604013, -1.848946], [-1.632247, -1.779075, -0.452428], [-1.265952, -0.676391, 0.376713], [-1.558024, -0.656213, 1.782941], [-0.809516, 0.108890, 2.731255], [-1.132967, 0.147981, 4.097122], [-2.153912, -0.615103, 4.654761], [-2.844452, -1.415290, 3.757664], [-3.758167, -2.288553, 4.303612], [-2.628548, -1.413655, 2.369630], [-1.602057, -3.145374, -0.015311], [-2.229102, -4.852700, -2.943625], [-1.868217, -0.602323, -2.291395], [-0.223537, -0.197605, -0.070401], [0.064934, 0.666921, 2.391121], [-0.569780, 0.811583, 4.759287], [-2.386012, -0.598041, 5.718476], [-3.280689, -2.037908, 1.756962], [-1.322787, -3.383866, 1.015310], [1.361448, 4.818794, 1.742519], [1.420291, 3.294638, 1.669097], [0.492203, 2.935396, 0.545673], [0.618434, 1.653805, 0.219956], [-0.577931, 0.950206, -0.442249], [-0.272132, 1.174655, -2.268273], [1.424387, 0.516164, -2.528970], [2.000504, -0.540905, -1.811517], [3.369013, -0.815440, -1.964911], [4.157740, -0.100156, -2.875117], [3.536060, 0.836539, -3.706901], [2.183927, 1.142253, -3.526549], [-0.261125, 2.620035, -2.640432], [1.587138, 0.963237, 0.556927], [1.740236, 5.114659, 2.739976], [2.030912, 5.263744, 0.977194], [0.328094, 5.185321, 1.590391], [2.448460, 2.928259, 1.464058], [1.033372, 2.805021, 2.591221], [-1.549367, 1.365560, -0.141090], [1.404246, -1.142793, -1.119538], [3.830967, -1.578744, -1.335060], [5.239813, -0.249374, -2.945248], [4.098295, 1.360778, -4.480470], [1.717832, 1.917218, -4.131291]], "forces_ev_per_angstrom": [[-0.11, 1.32, -0.20], [0.15, -0.02, 0.35], [-0.24, 0.26, 0.31], [-0.04, 0.31, -0.67], [0.65, -0.11, 1.17], [-0.24, -0.07, 0.45], [-0.04, -1.43, -3.18], [1.57, -0.37, -0.03], [-0.02, 1.22, 2.55], [-0.26, -0.15, -0.07], [0.18, 0.35, -0.32], [0.16, 0.02, -0.63], [0.01, -0.43, -0.11], [0.41, 0.71, -0.82], [0.09, 0.06, -0.03], [0.31, 0.09, 0.19], [-0.03, 0.17, 0.15], [-0.42, -0.67, 0.16], [0.29, -2.53, 1.46], [-0.36, -0.18, 0.18], [-0.03, -0.27, -0.30], [0.05, -0.11, -0.35], [0.23, 0.16, 0.18], [-0.21, 0.05, -0.39], [0.38, -0.08, 0.11], [-0.11, 0.59, -0.41], [0.39, -0.82, 0.47], [1.32, -1.92, 2.18], [-1.00, 2.74, 0.09], [-0.87, -0.53, -2.07], [0.65, 0.01, 0.37], [0.07, 0.02, -0.07], [-0.12, 0.04, -0.04], [-0.49, 0.16, -0.07], [-0.21, -0.15, 0.24], [-0.24, 0.34, 0.20], [0.46, -0.69, 0.98], [-1.54, 1.13, -0.79], [-0.29, 0.06, -0.50], [-0.53, -0.22, 0.41], [0.60, -0.18, 0.22], [-0.87, 0.17, 0.02], [0.15, 0.26, -0.74], [0.53, 0.55, -0.79], [0.31, 0.28, -0.09], [-0.22, 0.20, -0.22], [-0.48, -0.13, 0.04], [-0.14, -0.14, 0.26], [0.11, -0.06, 0.15]], "lowdin_charge": [0.037, -0.236, 0.049, -0.236, 0.034, 0.018, -0.201, -0.081, -0.181, -0.019, -0.077, -0.025, -0.246, 0.032, 0.044, 0.034, 0.131, 0.064, 0.091, 0.086, 0.107, 0.120, 0.125, 0.130, -0.070, -0.166, 0.017, -0.525, -0.184, 0.998, -0.326, -0.075, -0.063, -0.073, -0.073, -0.077, -0.464, 0.074, 0.083, 0.086, 0.087, 0.130, 0.126, 0.146, 0.114, 0.111, 0.109, 0.108, 0.108]}

---

[4]
{"formula": "C11H15N2", "method": "the ωB97M-V functional and the def2-TZVPD basis", "homo_lumo_gap_ev": [8.253, 6.508], "total_charge": 1, "total_energy_ev": -14617.48790, "relative_energy_kcal_mol": 144.2, "symbols": ["C", "C", "C", "C", "C", "C", "C", "C", "C", "C", "C", "N", "N", "H", "H", "H", "H", "H", "H", "H", "H", "H", "H", "H", "H", "H", "H", "H"], "coordinates": [[3.299502, -1.011257, 2.687079], [3.094158, -1.590990, 1.379116], [2.316210, -0.247186, 3.281649], [1.920687, -1.237603, 0.892860], [1.142840, -0.013606, 2.592371], [0.844202, -0.491218, 1.248464], [-0.774289, 2.172113, -0.577504], [-2.190524, 1.569032, -0.781305], [0.037058, 1.012256, -1.314567], [-1.956442, 0.080791, -0.779235], [-0.227050, -1.540446, -1.490801], [-0.226980, -0.069537, 0.650064], [-0.558275, -0.205240, -0.735823], [4.331339, -0.972215, 3.050106], [3.986740, -1.991888, 0.849315], [2.595144, 0.322507, 4.142134], [0.680226, -1.871460, -0.927589], [0.313757, 0.619162, 2.862751], [-0.587447, 3.247878, -0.943660], [-0.411531, 2.231704, 0.422305], [-2.850646, 1.854268, -0.031035], [-2.601538, 1.917786, -1.808331], [-0.283960, 1.041312, -2.313258], [1.108878, 0.880389, -1.053810], [-2.562201, -0.520163, 0.003994], [-2.377345, -0.369733, -1.762262], [-0.152799, -1.379249, -2.475209], [-1.050949, -2.299110, -1.262247]], "forces_ev_per_angstrom": [[1.27, -0.25, -1.02], [1.35, 0.84, 1.53], [-0.41, 0.31, -0.85], [0.67, -2.08, -3.79], [-1.60, 0.64, -0.32], [1.64, -0.20, 1.63], [0.96, 0.44, -1.66], [1.11, 1.25, -2.05], [1.09, 1.59, 1.80], [-5.07, -2.50, -1.28], [-0.64, -1.04, 6.21], [-1.57, 0.06, 1.01], [0.99, -1.62, 0.18], [-0.47, -0.31, 0.26], [-1.14, -0.08, 0.27], [-0.37, 0.04, 0.62], [-0.43, 0.00, -1.22], [0.15, 0.39, 1.08], [-0.46, -1.92, -0.22], [-0.29, -0.21, 0.88], [-1.24, 0.59, 1.21], [0.62, -0.58, 1.78], [0.42, -0.08, -1.71], [-0.49, 0.76, -0.96], [1.43, 1.13, -0.96], [0.91, 0.72, 1.39], [0.55, 0.80, -3.58], [1.03, 1.27, -0.24]], "lowdin_charge": [-0.025, -0.043, -0.054, 0.060, 0.042, -0.305, -0.109, -0.139, -0.067, -0.185, 0.102, 0.153, -0.296, 0.126, 0.136, 0.117, 0.086, 0.121, 0.150, 0.081, 0.092, 0.156, 0.121, 0.153, 0.173, 0.161, 0.056, 0.139]}